[1]
This record from the OMol25 dataset describes C51H44N8NaO7S3 as an isolated structure in a non-equilibrium geometry. The level of theory is ωB97M-V with the def2-TZVPD basis set.

The value obtained for the relative energy (zero: lowest compared OMol25 entry of this formula, charge and spin) is 11.1 kcal per mole. The HOMO-LUMO gap is 0.2580 Eh. The value obtained for the lowest unoccupied orbital energy is 1.684 eV.

```
! wB97M-V def2-TZVPD RIJCOSX def2/J DEFGRID3
* xyz -1 1
Na 0.108 -0.097 1.157
O -4.764 -1.132 0.038
C -3.697 -0.646 0.728
O -3.079 -1.316 1.502
C -3.421 0.795 0.419
C -4.359 1.616 -0.181
C -4.026 2.951 -0.369
C -2.793 3.402 0.055
C -1.907 2.498 0.644
N -2.222 1.219 0.814
C -0.545 2.981 1.170
O -0.428 4.232 1.215
O 0.261 2.107 1.523
H -4.821 -2.068 0.287
H -5.326 1.227 -0.469
H -4.736 3.631 -0.825
H -2.485 4.435 -0.024
N 3.216 -1.298 0.483
C 3.071 -1.781 1.874
C 1.690 -2.433 2.063
O 1.599 -3.669 1.883
O 0.757 -1.648 2.370
H 2.316 -0.975 0.134
H 3.794 -0.465 0.488
H 3.148 -0.966 2.599
H 3.851 -2.516 2.073
N 0.099 1.108 -2.217
S -0.029 0.477 -3.506
N 0.582 -1.055 -3.867
S -0.092 -2.430 -3.817
N -0.886 -3.029 -2.663
S -0.335 -2.877 -0.986
N -0.099 -1.530 -0.523
C -1.705 -3.782 -0.252
C -2.944 -3.884 -0.867
C -3.971 -4.549 -0.210
C -3.748 -5.096 1.049
C -2.506 -4.969 1.657
C -1.471 -4.307 1.012
C 0.908 -4.178 -1.148
C 0.470 -5.469 -1.431
C 1.402 -6.479 -1.599
C 2.758 -6.189 -1.499
C 3.174 -4.894 -1.231
C 2.251 -3.874 -1.049
C -1.192 -2.660 -5.225
C -2.495 -3.090 -5.057
C -3.304 -3.245 -6.175
C -2.804 -2.976 -7.440
C -1.489 -2.554 -7.597
C -0.678 -2.394 -6.487
C 1.250 -3.478 -4.395
C 2.543 -2.988 -4.488
C 3.540 -3.820 -4.978
C 3.238 -5.117 -5.364
C 1.938 -5.596 -5.260
C 0.936 -4.777 -4.768
C 0.853 1.349 -4.831
C 1.661 0.745 -5.783
C 2.373 1.537 -6.676
C 2.276 2.920 -6.611
C 1.472 3.518 -5.646
C 0.764 2.732 -4.751
C -1.677 0.329 -4.228
C -1.930 0.548 -5.577
C -3.224 0.406 -6.053
C -4.244 0.036 -5.187
C -3.976 -0.194 -3.845
C -2.688 -0.034 -3.352
H -3.092 -3.453 -1.844
H -4.940 -4.653 -0.685
H -4.550 -5.618 1.558
H -2.337 -5.389 2.641
H -0.485 -4.182 1.464
H -0.589 -5.680 -1.514
H 1.070 -7.491 -1.801
H 3.489 -6.978 -1.629
H 4.230 -4.669 -1.142
H 2.582 -2.872 -0.801
H -2.849 -3.298 -4.060
H -4.328 -3.577 -6.055
H -3.440 -3.096 -8.309
H -1.097 -2.353 -8.586
H 0.352 -2.072 -6.592
H 2.745 -1.971 -4.179
H 4.557 -3.454 -5.048
H 4.021 -5.765 -5.740
H 1.705 -6.611 -5.558
H -0.083 -5.134 -4.675
H 1.740 -0.333 -5.807
H 3.006 1.073 -7.422
H 2.835 3.535 -7.305
H 1.406 4.596 -5.587
H 0.150 3.169 -3.972
H -1.129 0.827 -6.248
H -3.439 0.584 -7.100
H -5.255 -0.077 -5.562
H -4.771 -0.492 -3.177
H -2.439 -0.192 -2.306
N 1.704 5.411 2.538
C 2.974 4.994 2.379
O 3.930 5.381 3.041
C 3.116 3.998 1.263
C 2.675 4.294 -0.019
C 2.775 3.328 -1.002
C 3.292 2.088 -0.662
N 3.738 1.799 0.560
C 3.649 2.741 1.497
H 1.499 6.015 3.315
H 0.927 4.928 2.045
H 2.250 5.268 -0.229
H 2.445 3.517 -2.015
H 3.351 1.293 -1.397
H 4.004 2.479 2.487
*
```

=====

[2]
This record from the OMol25 dataset describes C51H46As2F2N5OSZr as an isolated structure in a non-equilibrium geometry. The level of theory is ωB97M-V with the def2-TZVPD basis set.

The value obtained for the relative energy (zero: lowest compared OMol25 entry of this formula, charge and spin) is 0.0 kcal per mole. The HOMO-LUMO gap is 0.2368 Eh. The value obtained for the lowest unoccupied orbital energy is -8.471 eV.

```
! wB97M-V def2-TZVPD RIJCOSX def2/J DEFGRID3
* xyz 3 1
Zr 0.295 0.084 -0.057
F -2.644 -2.524 3.897
C -1.685 -2.618 2.981
C -1.239 -1.456 2.362
C -0.257 -1.501 1.379
C 0.304 -2.765 1.045
C -0.198 -3.918 1.673
F 0.242 -5.134 1.335
C -1.191 -3.860 2.631
C 1.444 -2.768 0.117
C 2.312 -3.860 -0.019
C 3.433 -3.758 -0.820
C 3.657 -2.573 -1.514
C 2.743 -1.548 -1.373
N 1.669 -1.611 -0.568
H -1.682 -0.518 2.676
H -1.554 -4.763 3.096
H 2.132 -4.779 0.512
H 4.116 -4.589 -0.904
H 4.518 -2.456 -2.152
H 2.860 -0.631 -1.945
C -2.381 -0.922 -3.039
C -2.873 0.483 -2.701
As -1.480 1.539 -1.727
C -2.435 3.278 -1.752
C -3.167 3.727 -2.854
C -3.872 4.917 -2.785
C -3.861 5.671 -1.621
C -3.141 5.234 -0.521
C -2.434 4.043 -0.585
C -0.181 1.721 -3.199
C -0.041 2.888 -3.945
C 0.913 2.975 -4.946
C 1.741 1.897 -5.211
C 1.624 0.735 -4.464
C 0.680 0.651 -3.452
As -1.317 -1.765 -1.558
C -2.776 -2.151 -0.310
C -3.187 -3.443 0.000
C -4.203 -3.655 0.919
C -4.822 -2.578 1.532
C -4.403 -1.287 1.248
C -3.370 -1.074 0.351
C -1.056 -3.457 -2.546
C 0.237 -3.858 -2.872
C 0.452 -5.001 -3.625
C -0.625 -5.743 -4.079
C -1.917 -5.335 -3.785
C -2.137 -4.200 -3.023
H -1.719 -0.890 -3.918
H -3.226 -1.571 -3.304
H -3.771 0.438 -2.069
H -3.159 1.007 -3.623
H -3.181 3.155 -3.775
H -4.435 5.256 -3.642
H -4.415 6.595 -1.571
H -3.133 5.819 0.386
H -1.872 3.691 0.279
H -0.690 3.734 -3.738
H 1.004 3.881 -5.524
H 2.467 1.952 -6.007
H 2.259 -0.113 -4.681
H 0.588 -0.290 -2.888
H -2.709 -4.289 -0.484
H -4.515 -4.662 1.152
H -5.623 -2.742 2.236
H -4.889 -0.450 1.727
H -3.021 -0.049 0.157
H 1.083 -3.257 -2.551
H 1.460 -5.306 -3.861
H -0.458 -6.633 -4.665
H -2.758 -5.903 -4.155
H -3.153 -3.888 -2.802
C -2.097 2.160 3.006
C -0.746 2.107 2.369
O -0.559 1.565 1.247
N 0.234 2.708 3.027
C 1.583 2.857 2.507
C 2.417 1.605 2.674
C 3.551 1.678 3.474
C 4.320 0.544 3.686
C 3.891 -0.641 3.107
C 2.749 -0.625 2.325
N 2.017 0.470 2.074
H -2.848 1.757 2.331
H -2.361 3.189 3.244
H -2.110 1.598 3.940
H 0.041 3.104 3.939
H 2.069 3.674 3.039
H 1.504 3.135 1.450
H 3.830 2.618 3.921
H 5.201 0.576 4.308
H 4.433 -1.561 3.248
H 2.393 -1.553 1.899
N 6.067 4.788 -1.281
C 4.845 4.860 -0.764
S 4.283 6.095 0.172
C 3.910 3.731 -0.831
C 2.547 3.924 -1.100
C 1.665 2.877 -0.966
N 2.022 1.618 -0.616
C 3.333 1.441 -0.360
C 4.287 2.432 -0.453
H 6.708 5.559 -1.148
H 6.356 4.023 -1.872
H 2.183 4.895 -1.394
H 0.605 3.063 -1.143
H 3.642 0.444 -0.058
H 5.316 2.208 -0.216
*
```

=====

[3]
This record from the OMol25 dataset describes C51H47F3N4NaO4S2 as an isolated structure in a non-equilibrium geometry. The level of theory is ωB97M-V with the def2-TZVPD basis set.

The value obtained for the relative energy (zero: lowest compared OMol25 entry of this formula, charge and spin) is 0.0 kcal per mole. The HOMO-LUMO gap is 0.2494 Eh. The value obtained for the lowest unoccupied orbital energy is 2.029 eV.

```
! wB97M-V def2-TZVPD RIJCOSX def2/J DEFGRID3
* xyz -1 1
Na -0.709 -0.085 -0.405
O 3.212 0.541 1.657
C 3.894 -0.250 0.648
C 2.961 -1.115 -0.224
C 2.175 -2.247 0.396
C 2.796 -3.344 0.981
C 2.000 -4.341 1.519
C 0.628 -4.237 1.407
C 0.082 -3.148 0.729
C -1.392 -3.059 0.488
C -2.110 -2.052 1.448
O -1.636 -0.798 1.255
C -3.626 -2.048 1.162
C -4.428 -1.264 1.994
C -5.783 -1.118 1.760
C -6.379 -1.760 0.677
C -5.597 -2.540 -0.158
C -4.232 -2.681 0.083
C -1.889 -2.568 2.884
C -1.079 -1.846 3.746
C -0.798 -2.324 5.020
C -1.333 -3.529 5.451
C -2.161 -4.251 4.600
C -2.435 -3.771 3.328
N 0.852 -2.167 0.246
C 4.528 0.863 -0.194
C 5.374 1.763 0.458
C 5.923 2.834 -0.221
C 5.638 3.023 -1.570
C 4.809 2.131 -2.224
C 4.259 1.050 -1.541
C 5.002 -1.084 1.280
C 5.982 -1.615 0.442
C 6.970 -2.447 0.939
C 7.009 -2.750 2.294
C 6.055 -2.204 3.138
C 5.057 -1.378 2.634
H 2.241 -0.475 -0.734
H 3.603 -1.536 -1.003
H 3.875 -3.413 1.022
H 2.450 -5.198 2.006
H -0.028 -4.997 1.812
H -1.532 -2.703 -0.536
H -1.823 -4.061 0.566
H -3.960 -0.754 2.829
H -6.383 -0.505 2.423
H -7.442 -1.651 0.492
H -6.045 -3.044 -1.007
H -3.644 -3.290 -0.592
H -0.680 -0.910 3.384
H -0.157 -1.749 5.680
H -1.114 -3.903 6.445
H -2.596 -5.188 4.930
H -3.091 -4.334 2.670
H 5.585 1.622 1.511
H 6.568 3.529 0.303
H 6.060 3.867 -2.103
H 4.553 2.280 -3.265
H 3.595 0.386 -2.075
H 5.968 -1.373 -0.614
H 7.713 -2.857 0.266
H 7.780 -3.399 2.688
H 6.076 -2.424 4.198
H 4.319 -0.986 3.317
N 1.352 1.762 -2.858
C 0.517 2.415 -3.754
C 0.230 1.852 -5.002
C -0.600 2.511 -5.892
C -1.168 3.738 -5.570
C -0.885 4.299 -4.331
C -0.050 3.652 -3.434
H 1.362 0.754 -2.987
H 1.157 2.000 -1.894
H 0.621 0.870 -5.236
H -0.822 2.046 -6.845
H -1.822 4.244 -6.268
H -1.323 5.251 -4.052
H 0.146 4.090 -2.462
S 0.965 4.970 0.738
C 1.422 3.297 0.615
N 0.482 2.431 0.751
C -0.726 3.065 1.020
C -1.916 2.394 1.315
C -3.038 3.153 1.567
C -2.990 4.554 1.520
C -1.813 5.224 1.259
C -0.669 4.463 1.026
H 2.453 3.031 0.422
H -1.912 1.303 1.364
H -3.972 2.659 1.806
H -3.890 5.125 1.714
H -1.780 6.306 1.246
F -0.917 -0.949 -3.916
C -0.245 -1.403 -2.749
F 1.130 -1.123 -3.143
F -0.273 -2.779 -2.941
O 1.852 0.595 3.248
N 2.260 -0.132 2.436
O -1.535 1.388 -1.606
S -2.489 1.434 -2.760
C -3.589 -0.008 -2.544
C -5.000 0.500 -2.282
C -4.825 1.773 -1.459
C -3.790 2.590 -2.219
H -3.183 -0.507 -1.661
H -3.466 -0.670 -3.398
H -5.588 -0.256 -1.760
H -5.507 0.732 -3.224
H -4.436 1.515 -0.471
H -5.759 2.322 -1.321
H -3.275 3.350 -1.630
H -4.207 3.051 -3.118
*
```

=====

[4]
This record from the OMol25 dataset describes C51H47N3O8P2SSe2SrTe as an isolated structure in a non-equilibrium geometry. The level of theory is ωB97M-V with the def2-TZVPD basis set.

The value obtained for the relative energy (zero: lowest compared OMol25 entry of this formula, charge and spin) is 0.0 kcal per mole. The HOMO-LUMO gap is 0.2580 Eh. The value obtained for the lowest unoccupied orbital energy is 3.578 eV.

```
! wB97M-V def2-TZVPD RIJCOSX def2/J DEFGRID3
* xyz -2 1
Sr -0.021 0.077 0.006
O -2.553 -2.641 -1.265
C -1.894 -2.229 -0.293
O -2.015 -1.110 0.272
C -0.739 -3.162 0.154
C 0.404 -3.105 -0.890
C 1.204 -4.413 -0.838
C 1.965 -4.241 0.499
C 1.494 -2.848 0.944
O 1.331 -2.160 -0.316
C 0.060 -2.923 1.486
C -0.285 -1.691 2.372
O -1.112 -1.852 3.270
O 0.394 -0.638 2.125
H -1.177 -4.159 0.149
H 0.096 -2.779 -1.882
H 1.893 -4.466 -1.681
H 0.556 -5.288 -0.865
H 3.046 -4.256 0.349
H 1.713 -5.002 1.238
H 2.178 -2.290 1.577
H -0.071 -3.784 2.141
Se 6.856 3.624 -1.866
P 5.989 1.712 -1.956
C 6.865 0.481 -0.937
C 6.401 -0.834 -0.936
C 7.071 -1.798 -0.199
C 8.196 -1.452 0.542
C 8.644 -0.139 0.554
C 7.979 0.830 -0.188
C 6.067 1.072 -3.651
C 5.120 1.506 -4.574
C 5.231 1.142 -5.904
C 6.293 0.351 -6.325
C 7.245 -0.072 -5.410
C 7.134 0.290 -4.073
C 4.285 1.451 -1.520
C 3.410 1.785 -0.477
N 2.294 1.073 -0.708
N 2.456 0.363 -1.814
N 3.640 0.572 -2.326
P 3.370 2.844 0.985
Se 1.565 2.761 2.063
C 4.792 2.275 1.961
C 5.251 0.969 1.803
C 6.210 0.454 2.666
C 6.723 1.244 3.682
C 6.261 2.546 3.850
C 5.289 3.054 3.004
C 3.678 4.560 0.473
C 2.638 5.147 -0.251
C 2.749 6.468 -0.656
C 3.871 7.212 -0.312
C 4.893 6.632 0.423
C 4.805 5.299 0.804
H 5.514 -1.089 -1.506
H 6.712 -2.819 -0.198
H 8.714 -2.207 1.121
H 9.508 0.136 1.147
H 8.313 1.860 -0.196
H 4.284 2.111 -4.241
H 4.480 1.471 -6.611
H 6.374 0.064 -7.366
H 8.076 -0.687 -5.732
H 7.883 -0.039 -3.364
H 4.844 0.350 1.013
H 6.551 -0.567 2.539
H 7.472 0.844 4.355
H 6.646 3.159 4.655
H 4.889 4.047 3.168
H 1.736 4.583 -0.479
H 1.944 6.914 -1.227
H 3.949 8.249 -0.620
H 5.776 7.204 0.679
H 5.627 4.838 1.331
O -5.144 0.818 3.493
S -3.983 0.377 2.645
C -3.979 1.527 1.239
C -3.589 2.865 1.849
C -2.316 2.553 2.638
C -2.514 1.208 3.352
H -4.969 1.473 0.789
H -3.220 1.219 0.517
H -4.382 3.218 2.511
H -3.408 3.618 1.080
H -2.065 3.343 3.347
H -1.484 2.480 1.933
H -2.784 1.317 4.403
H -1.664 0.531 3.280
O -0.434 4.128 -1.037
C -1.297 3.257 -1.111
O -1.214 2.030 -0.785
H -2.294 3.547 -1.524
Te -1.799 -0.019 -2.809
C -1.454 -1.399 -4.383
C -2.454 -2.269 -4.803
C -2.211 -3.174 -5.829
C -0.968 -3.215 -6.446
C 0.038 -2.357 -6.022
C -0.201 -1.459 -4.991
C -1.089 1.581 -4.007
C 0.146 2.172 -3.770
C 0.581 3.229 -4.561
C -0.210 3.696 -5.600
C -1.446 3.109 -5.842
C -1.884 2.061 -5.045
H -3.419 -2.249 -4.312
H -2.997 -3.849 -6.146
H -0.781 -3.918 -7.249
H 1.016 -2.390 -6.488
H 0.590 -0.799 -4.653
H 0.767 1.822 -2.958
H 1.536 3.694 -4.349
H 0.127 4.524 -6.211
H -2.075 3.474 -6.646
H -2.853 1.610 -5.228
*
```